# 1
DFT (ωB97M-V/def2-TZVPD) results for C35H60BaClN7O11P2S2 as an isolated structure in a non-equilibrium geometry.

The value obtained for the LUMO energy is -0.060 eV. The frontier orbital gap comes out at 7.24 eV. Its energy relative to the best compared isomer or geometry (same formula, charge and spin) is 4.4 kcal per mole. The value obtained for the HOMO energy is -7.3 eV.

```
119
C35H60BaClN7O11P2S2, DFT ωB97M-V/def2-TZVPD
Ba 0.3471 0.9602 -1.9266
C -5.6184 2.7616 -3.1586
N -4.1638 2.6526 -2.9552
C -3.4841 2.4913 -4.2438
P -3.4958 1.9331 -1.5878
O -2.0281 2.1181 -1.7275
O -3.9915 0.3141 -1.7198
P -3.4341 -1.1736 -1.7812
O -1.9378 -1.3457 -1.6453
N -4.2534 -2.1635 -0.7229
C -3.5003 -3.4123 -0.2928
C -5.5173 -1.8260 -0.0443
N -3.9756 -1.6118 -3.2637
C -5.1882 -2.3543 -3.6562
C -3.1982 -1.2995 -4.4719
N -4.1425 2.7235 -0.2857
C -3.3468 3.7828 0.4040
C -5.2883 2.2751 0.4920
H -6.1510 3.2169 -2.2787
H -6.0615 1.7540 -3.3851
H -5.7838 3.4676 -3.9796
H -3.5927 3.4449 -4.8488
H -3.8898 1.6761 -4.8036
H -2.3875 2.3615 -4.1929
H -2.9325 -3.8040 -1.1460
H -4.3038 -4.1078 -0.0086
H -2.7977 -3.2318 0.6089
H -6.0872 -1.0198 -0.5142
H -5.2629 -1.4659 0.9519
H -6.0906 -2.7472 0.0972
H -5.9921 -1.6905 -3.9980
H -5.4907 -2.9059 -2.7608
H -4.9084 -3.0350 -4.4193
H -2.5033 -0.4847 -4.2934
H -3.9252 -1.0363 -5.2635
H -2.5471 -2.1076 -4.7339
H -2.6653 3.3631 1.1894
H -4.0820 4.4817 0.8413
H -2.7170 4.3174 -0.3265
H -6.0516 1.7458 -0.0576
H -5.8415 3.1294 0.9314
H -5.0248 1.5889 1.3349
C 0.8053 6.6816 1.2415
C 2.0059 5.8364 1.5735
C 2.2605 5.6286 2.8890
C 3.4346 4.8546 3.1676
Cl 4.2373 5.1400 4.6719
C 4.1734 4.1745 2.2059
C 3.8639 4.3639 0.8684
C 2.8043 5.2292 0.5465
O 2.5925 5.7997 -0.7031
C 2.4824 4.8378 -1.7896
C 1.8031 3.5488 -1.5497
O 1.6267 2.9391 -2.6601
O 1.5482 3.1077 -0.4212
H 0.4751 7.1461 2.1720
H -0.0365 6.0982 0.8186
H 1.0530 7.4292 0.4599
H 1.6861 6.1812 3.6966
H 5.0176 3.5981 2.5025
H 4.4457 3.8744 0.0786
H 3.4929 4.6446 -2.2552
H 1.8803 5.2896 -2.6059
C 1.6673 -9.2170 2.0066
C 1.7789 -7.7094 1.7511
C 2.7820 -6.9917 2.4566
C 2.7533 -5.6190 2.5633
C 1.7241 -4.9492 1.8811
C 0.8436 -5.5592 0.9963
C 0.8724 -6.9897 0.9733
S 1.5339 -3.2127 2.1974
O 0.1174 -2.9487 2.1181
O 2.2322 -2.8036 3.4045
N 2.1301 -2.5069 0.8757
C 3.3729 -2.7347 0.2461
C 3.9403 -1.3769 -0.1925
C 3.0071 -0.4805 -1.0986
O 1.8100 -0.5593 -0.7042
O 3.3991 0.2008 -2.0636
H 2.1676 -9.4598 2.9680
H 2.2741 -9.7295 1.1982
H 0.6249 -9.5651 2.0558
H 3.5734 -7.5370 2.9697
H 3.4534 -5.0724 3.1655
H 0.0673 -4.8984 0.5452
H 0.1574 -7.5165 0.4040
H 1.5821 -1.7535 0.4169
H 3.1781 -3.4085 -0.6269
H 4.1109 -3.2082 0.8866
H 4.9325 -1.5166 -0.6435
H 4.1177 -0.8232 0.7415
C 5.8999 0.2592 -3.8111
S 4.9695 0.9738 -5.0924
C 3.9325 -0.3681 -5.7125
O 5.8567 1.4125 -6.2035
H 6.9289 0.1369 -4.2087
H 5.4021 -0.6867 -3.5587
H 5.9456 0.8846 -2.9221
H 3.9220 -1.1218 -4.8961
H 4.4344 -0.8681 -6.5875
H 2.8771 -0.0817 -5.9357
N -0.5615 1.2151 0.9212
C -0.4093 0.9804 2.0802
N -0.0201 0.6546 3.2899
C -0.8178 -0.2958 4.1038
C -0.2344 -0.7121 5.4676
C 0.6634 0.3646 6.0791
C 1.7302 0.9331 5.1105
C 1.2949 1.1552 3.6608
H -0.9876 -1.2001 3.4899
H -1.8027 0.2007 4.2626
H 0.2901 -1.6630 5.2989
H -1.1091 -0.9020 6.1039
H 1.1481 0.1052 7.0030
H -0.0061 1.2303 6.3115
H 2.6819 0.3911 5.1007
H 2.0897 1.8717 5.5720
H 2.0129 0.7178 2.9478
H 1.3196 2.2188 3.3679
```



# 2
DFT (ωB97M-V/def2-TZVPD) results for C35H62BN3O26S as an isolated structure in a non-equilibrium geometry.

The value obtained for the LUMO energy is -1.317 eV. The frontier orbital gap comes out at 7.41 eV. Its energy relative to the best compared isomer or geometry (same formula, charge and spin) is 0.0 kcal per mole. The value obtained for the HOMO energy is -8.7 eV.

```
128
C35H62BN3O26S, DFT ωB97M-V/def2-TZVPD
C 8.7440 -4.1956 1.7216
C 7.4395 -3.3331 1.4017
O 6.6286 -3.9121 0.3709
C 5.7162 -2.9616 -0.2154
C 5.1484 -1.8824 0.7815
C 5.8183 -0.5218 0.9382
O 6.9330 -0.2350 0.1459
C 5.3453 0.5338 1.8473
N 6.1012 1.7759 1.8296
C 6.2561 2.3835 3.1787
C 5.4873 2.6862 0.8558
C 4.1447 3.4694 1.0687
O 6.0563 2.8023 -0.2140
C 4.1285 0.3006 2.6870
N 3.5070 1.1643 3.5657
S 2.2090 0.2617 4.1352
N 2.3504 -1.1896 3.3387
C 3.4625 -1.0547 2.5275
C 3.9559 -2.1288 1.5930
B 3.0693 -3.4940 1.5614
O 3.3905 -4.4631 2.5676
O 2.0601 -3.7445 0.6196
C 1.0389 -2.7269 0.5948
C -0.0866 -2.9143 1.6860
H 9.2125 -3.6922 2.6176
H 9.5096 -4.1330 0.8996
H 8.5004 -5.2446 2.0287
H 7.8176 -2.3358 1.0502
H 6.8981 -3.2311 2.3899
H 6.2555 -2.4521 -1.0679
H 4.8824 -3.5669 -0.6787
H 7.5967 0.1437 0.7582
H 7.2435 2.9103 3.2305
H 5.3839 3.0418 3.4708
H 6.3054 1.5503 3.9419
H 4.3249 4.2457 1.8556
H 3.2939 2.7730 1.3060
H 3.8879 3.9532 0.0882
H 4.0040 -5.0685 2.0958
H 1.4349 -1.6729 0.6768
H 0.5400 -2.7792 -0.4198
H -0.1639 -3.9702 2.0778
H 0.0625 -2.1740 2.5224
H -1.0923 -2.6853 1.2312
C 6.0803 -7.9943 3.6424
O 7.4230 -8.2360 3.2494
C 7.7439 -9.5273 3.1010
O 7.0074 -10.4632 3.2743
O 9.0272 -9.5947 2.7262
C 9.5100 -10.9230 2.5292
H 5.9599 -6.9144 3.7208
H 5.3875 -8.3667 2.8861
H 5.8658 -8.4404 4.6143
H 8.9535 -11.4211 1.7343
H 9.4525 -11.4950 3.4562
H 10.5545 -10.8528 2.2296
C -5.3891 0.2392 3.0601
O -4.1125 0.4222 2.4453
C -3.1137 0.6438 3.3080
O -3.2119 0.6967 4.5063
O -1.9839 0.7963 2.6040
C -0.8270 1.0408 3.4019
H -6.1171 0.0683 2.2676
H -5.3802 -0.6327 3.7153
H -5.6828 1.1327 3.6124
H -0.6369 0.2002 4.0708
H -0.9381 1.9670 3.9685
H 0.0223 1.1476 2.7302
C -10.4355 -0.7733 -1.5343
O -9.1626 -0.5922 -2.1578
C -8.1573 -0.3711 -1.3041
O -8.2477 -0.3175 -0.1051
O -7.0281 -0.2183 -2.0151
C -5.8703 0.0267 -1.2166
H -11.1671 -0.9436 -2.3225
H -10.4221 -1.6447 -0.8785
H -10.7237 0.1210 -0.9811
H -5.6791 -0.8134 -0.5478
H -5.9819 0.9524 -0.6506
H -5.0196 0.1335 -1.8883
C 1.2639 8.3152 1.4648
O 1.8070 7.1967 2.1661
C 1.7543 7.3062 3.4993
O 1.3032 8.2358 4.1157
O 2.2923 6.1987 4.0270
C 2.3042 6.1754 5.4539
H 1.3610 8.1147 0.3990
H 0.2061 8.4403 1.6997
H 1.8203 9.2236 1.6991
H 1.2880 6.2145 5.8484
H 2.9022 6.9983 5.8477
H 2.7603 5.2363 5.7642
C -7.6124 0.1525 -4.7661
O -7.3520 -0.3607 -6.0773
C -8.4389 -0.4744 -6.8441
O -9.5650 -0.1904 -6.5214
O -8.0606 -0.9598 -8.0344
C -9.1300 -1.1344 -8.9619
H -6.6665 0.2022 -4.2359
H -8.0293 1.1598 -4.8244
H -8.2799 -0.5088 -4.2208
H -9.6089 -0.1792 -9.1821
H -9.8584 -1.8510 -8.5796
H -8.7058 -1.5298 -9.8835
C -16.3462 1.1623 -2.5459
O -15.9190 0.7525 -3.8439
C -14.6494 1.0701 -4.1299
O -13.8841 1.6485 -3.4012
O -14.3811 0.6323 -5.3645
C -13.0499 0.9045 -5.8071
H -17.3836 0.8532 -2.4275
H -15.7491 0.6768 -1.7727
H -16.2940 2.2474 -2.4478
H -12.3214 0.4096 -5.1642
H -12.8673 1.9793 -5.8398
H -12.9469 0.5059 -6.8148
C 7.3221 6.3257 -5.3924
O 7.8553 5.2085 -4.6848
C 7.7947 5.3238 -3.3504
O 7.3430 6.2607 -2.7423
O 8.3224 4.2194 -2.8154
C 8.3243 4.2031 -1.3862
H 7.4246 6.1209 -6.4571
H 6.2633 6.4566 -5.1646
H 7.8811 7.2328 -5.1581
H 7.3068 4.2488 -0.9991
H 8.9250 5.0259 -0.9931
H 8.7729 3.2649 -1.0645
```